{
  "formula": "C11H11F3",
  "method": "ωB97M-V with the def2-TZVPD basis set",
  "symbols": ["H", "H", "C", "C", "H", "F", "H", "H", "C", "H", "C", "H", "H", "C", "C", "C", "C", "F", "H", "C", "F", "C", "H", "H", "C"],
  "positions_angstrom": [[-2.021, -0.551, -0.149], [-0.310, 1.079, -1.038], [0.011, 0.018, -0.765], [-0.819, -0.082, 1.581], [-0.737, -1.043, -2.433], [0.576, 1.478, 5.057], [2.239, 1.442, -1.259], [0.750, -1.805, -1.517], [0.495, 0.425, 1.666], [-2.055, 0.631, 4.567], [0.258, -0.900, -1.883], [-0.738, -1.718, 0.217], [0.940, -0.396, -2.563], [-1.245, 0.567, 3.814], [0.999, 0.852, 2.829], [1.224, 0.095, 0.152], [-1.617, 0.007, 2.639], [1.747, -1.182, 0.247], [3.309, 1.260, -0.065], [-1.025, -0.609, 0.246], [2.250, 1.215, 2.947], [2.161, 1.228, -0.195], [1.668, 2.202, 0.068], [-2.556, -0.471, 2.641], [0.073, 0.950, 3.890]],
  "e_above_lowest_kcal_mol": 0.0,
  "max_force_ha_per_bohr": 0.0899,
  "smiles": "C[C@H]1Cc2ccc(F)c(F)c2[C@@]1(C)F",
  "gap_ev": 9.9,
  "lumo_ev": 0.8206,
  "molar_mass_da": 200.203
}



{
  "formula": "C13H21BrF5N2O5S2",
  "method": "ωB97M-V with the def2-TZVPD basis set",
  "symbols": ["H", "F", "H", "C", "H", "N", "H", "Br", "H", "F", "H", "C", "O", "O", "S", "S", "H", "H", "H", "H", "O", "N", "F", "C", "H", "H", "F", "O", "H", "C", "H", "O", "F", "H", "C", "H", "H", "C", "H", "H", "C", "C", "C", "H", "C", "C", "H", "C", "C"],
  "positions_angstrom": [[-1.793, -0.275, -3.099], [-1.724, 0.920, 1.888], [6.288, -3.607, 1.985], [-2.089, 0.220, -0.999], [-3.511, -2.327, 0.117], [0.130, 0.988, -1.892], [1.477, -1.301, 0.938], [0.842, -0.621, -2.472], [6.213, -2.702, -0.938], [-1.628, 4.372, 2.205], [-1.939, -1.691, -2.082], [0.210, 3.135, -1.505], [-3.367, 3.618, -0.796], [3.831, -1.458, -0.653], [3.474, -2.371, 0.394], [-2.065, 3.659, -0.233], [-5.254, 0.085, 0.345], [5.351, -4.371, 0.712], [1.874, 2.122, -2.520], [0.526, 4.159, -1.462], [4.676, -2.520, 1.405], [-0.972, 2.596, -1.032], [-3.328, 3.083, 2.018], [-3.821, -1.489, 0.739], [-3.367, -0.689, -2.540], [-2.971, -1.138, 1.311], [-1.020, 2.243, 3.413], [-1.424, 4.928, -0.310], [2.131, -2.229, 2.317], [-1.174, 2.101, 2.106], [-3.436, 1.417, 0.296], [2.955, -3.664, 0.076], [0.027, 2.173, 1.541], [-3.907, 1.270, -1.377], [-4.428, -0.402, -0.164], [-4.825, -0.855, -1.067], [7.568, -3.464, -0.101], [5.760, -3.419, 1.053], [2.854, -0.652, 1.871], [-4.591, -1.885, 1.392], [0.912, 2.117, -2.050], [2.373, -1.554, 1.501], [-2.325, -0.696, -2.251], [7.036, -1.832, 0.349], [-2.079, 3.274, 1.620], [-3.456, 0.733, -0.545], [-1.671, -0.432, -0.232], [-1.042, 1.248, -1.300], [6.700, -2.818, 0.030]],
  "max_force_ha_per_bohr": 0.0615,
  "gap_ev": 9.0,
  "lumo_ev": -4.2215,
  "total_charge": 1,
  "molar_mass_da": 524.348
}



{
  "formula": "C3H3F2N3",
  "method": "ωB97M-V with the def2-TZVPD basis set",
  "symbols": ["H", "F", "C", "N", "F", "C", "H", "N", "H", "N", "C"],
  "positions_angstrom": [[2.358, -0.455, 1.510], [3.452, -0.307, -0.669], [-1.912, 1.245, -0.513], [-1.731, 0.165, 0.270], [-1.462, 2.272, 0.137], [-2.237, -0.942, -0.277], [-1.201, 0.050, 1.064], [-2.700, -1.805, -0.844], [1.565, 0.096, -1.133], [1.686, -0.204, 0.779], [2.182, -0.116, -0.324]],
  "e_above_lowest_kcal_mol": 44.5,
  "max_force_ha_per_bohr": 0.0605,
  "gap_ev": 11.0,
  "lumo_ev": 0.5271,
  "molar_mass_da": 119.074
}



{
  "formula": "C17H34Cl2N2O6S",
  "method": "ωB97M-V with the def2-TZVPD basis set",
  "symbols": ["H", "C", "Cl", "H", "O", "O", "C", "C", "C", "C", "H", "C", "H", "C", "H", "C", "C", "H", "H", "H", "C", "H", "H", "H", "H", "H", "N", "H", "H", "H", "C", "H", "H", "C", "H", "H", "Cl", "H", "H", "H", "H", "H", "O", "H", "C", "H", "H", "H", "C", "H", "H", "O", "C", "S", "H", "H", "O", "C", "N", "H", "C", "O"],
  "positions_angstrom": [[-5.332, 4.936, -0.281], [-4.595, 3.272, 0.904], [-2.068, -2.985, 1.214], [-0.261, -1.993, -1.293], [-0.453, 2.341, 1.019], [1.762, -1.131, -7.122], [-1.722, -1.614, 0.239], [0.766, -3.199, -6.365], [1.984, 1.078, 0.483], [-4.513, 4.706, 0.403], [3.189, 0.210, 7.954], [-0.653, -1.245, -7.061], [-5.521, 3.135, 1.467], [-0.426, 1.384, 0.320], [0.693, -2.337, -8.331], [2.157, -2.871, 0.952], [2.364, 0.271, 5.949], [1.425, -2.951, 0.152], [2.105, -1.136, 7.565], [-1.679, -1.026, -1.788], [3.423, 1.199, 5.374], [3.736, -1.100, 6.896], [-0.689, -0.866, -6.036], [-5.375, 2.444, -0.945], [3.138, -3.111, 0.546], [1.915, -3.633, 1.693], [1.588, -0.292, -3.177], [2.534, 1.862, -0.037], [1.482, 0.851, 6.223], [1.753, -0.818, -6.209], [2.153, -1.485, 1.587], [-4.616, 1.256, 0.129], [2.652, -1.553, 2.549], [-1.820, -0.389, 0.751], [1.137, -1.142, 1.771], [-4.549, 5.404, 1.238], [-2.283, -0.033, 2.362], [-1.861, -2.751, -1.534], [2.679, -1.180, 4.691], [0.771, -2.867, -5.323], [-3.569, 4.868, -0.125], [-2.702, 3.113, 1.377], [1.919, -0.648, 4.951], [-1.520, -1.888, -7.221], [1.198, 0.504, -2.443], [3.036, 1.729, 4.504], [-0.723, -0.391, -7.734], [4.296, 0.625, 5.052], [-4.553, 2.278, -0.247], [-3.611, 2.371, -0.794], [-0.062, -3.896, -6.503], [-1.549, 0.698, -0.060], [-1.335, -1.864, -1.189], [3.095, -0.327, 0.560], [1.701, -3.730, -6.543], [3.750, 1.934, 6.111], [0.816, 1.396, -1.580], [2.878, -0.478, 7.168], [0.747, 0.788, -0.259], [1.739, 1.457, 1.470], [0.647, -2.001, -7.294], [-3.547, 3.008, 1.831]],
  "max_force_ha_per_bohr": 0.0146,
  "smiles": "CCSCN(OC#N)C(=O)O/C(Cl)=C(\\C)Cl.CC(C)O.CC(C)O.CC(C)O",
  "gap_ev": 8.8,
  "lumo_ev": -0.4500,
  "molar_mass_da": 465.440
}



{
  "formula": "C2H8N3",
  "method": "ωB97M-V with the def2-TZVPD basis set",
  "symbols": ["C", "H", "H", "H", "C", "N", "N", "H", "H", "H", "N", "H", "H"],
  "positions_angstrom": [[1.684, -0.734, 0.057], [1.416, -1.808, 0.174], [0.905, 1.821, -1.009], [-1.965, -0.249, 0.936], [-0.497, -0.770, -0.366], [-1.733, -0.054, 0.009], [0.587, -0.046, -0.106], [2.579, -0.115, 0.230], [-1.695, 0.981, -0.107], [-0.528, -1.728, 0.193], [0.526, 1.380, -0.091], [-2.468, -0.366, -0.601], [1.189, 1.689, 0.682]],
  "e_above_lowest_kcal_mol": 119.2,
  "max_force_ha_per_bohr": 0.0638,
  "gap_ev": 8.3,
  "lumo_ev": -3.8662,
  "total_charge": 1,
  "molar_mass_da": 74.107
}



{
  "formula": "C9H21AlO3",
  "method": "ωB97M-V with the def2-TZVPD basis set",
  "symbols": ["O", "C", "C", "H", "C", "H", "H", "C", "C", "H", "H", "C", "H", "H", "O", "C", "C", "H", "H", "H", "H", "H", "H", "H", "H", "H", "C", "Al", "H", "O", "H", "H", "H", "H"],
  "positions_angstrom": [[3.180, 0.443, -0.208], [4.443, 2.040, 0.988], [-2.554, -1.026, 2.936], [3.514, 2.607, 0.927], [4.088, 0.578, 0.865], [-4.460, 0.030, -4.301], [-2.533, 1.332, -3.740], [3.607, 0.030, 2.209], [-3.552, -0.411, -3.892], [-0.315, -2.625, 3.733], [3.458, -1.045, 2.100], [-2.269, 0.392, -4.225], [-1.854, 1.722, -5.923], [-2.816, -1.761, 2.175], [-1.030, 0.048, -3.619], [-0.287, -1.577, 4.033], [-2.265, 0.729, -5.744], [4.367, 0.331, 2.930], [4.999, 2.372, 0.111], [2.652, 0.463, 2.506], [-3.198, -0.200, 2.635], [-1.753, -0.036, -6.329], [-3.385, -1.378, -4.367], [-3.253, 0.795, -6.198], [-0.625, -1.648, 5.067], [0.768, -1.381, 4.225], [-1.050, -0.672, 3.022], [0.344, -0.046, -0.980], [-3.093, -1.321, 3.836], [-0.385, -0.688, 1.781], [4.924, 2.312, 1.927], [-0.963, 0.239, 3.615], [5.003, -0.001, 0.744], [-3.706, -0.647, -2.839]],
  "e_above_lowest_kcal_mol": 191.7,
  "max_force_ha_per_bohr": 0.0405,
  "gap_ev": 3.0,
  "lumo_ev": -5.0191,
  "molar_mass_da": 204.246
}